No. 1
15
Properties=species:S:1:pos:R:3:forces:R:3 method="wB97M-V/def2-TZVPD" e_above_lowest_kcal_mol=5.8 charge=-1 orbital_gap_ev=7.89 total_energy_ev=-8390.2399 e_lumo_ev=4.0
C -1.55319 -1.45864 0.25460 0.6 -0.6 -0.4
C -0.08849 -1.82750 0.61172 -0.8 0.2 -0.2
H -2.19123 -2.34378 0.34790 -0.1 0.2 0.3
H -1.88952 -0.65457 0.89606 -0.3 0.1 -0.1
H -1.62790 -1.18735 -0.80173 -0.1 0.4 0.2
H -0.08183 -2.84972 0.98333 0.4 -0.1 0.1
H 0.31700 -1.12387 1.32380 0.1 0.0 0.3
H 0.55769 -1.70900 -0.24799 0.2 -0.3 -0.2
C 0.99099 1.79015 -1.14804 -0.4 0.5 0.4
C 0.87495 1.97976 0.39737 0.1 0.3 -0.1
O 0.42429 3.09075 0.76766 0.1 -0.3 0.0
O 1.25358 1.01347 1.09949 0.0 0.0 0.0
H 0.60894 0.80423 -1.40330 0.1 -0.1 -0.2
H 2.03191 1.90115 -1.47423 -0.2 -0.1 0.1
H 0.37278 2.57490 -1.60663 0.3 -0.3 -0.1


No. 2
91
Properties=species:S:1:pos:R:3:forces:R:3 method="wB97M-V/def2-TZVPD" charge=+1 orbital_gap_ev=7.95 total_energy_ev=-90213.3675 e_lumo_ev=-3.5
N 1.10657 5.66176 1.18111 -0.3 -0.1 -0.7
C 0.02034 6.15302 0.50917 0.2 0.2 0.4
N -0.58986 7.30416 0.77881 -0.1 0.0 0.0
C -1.59152 7.37086 -0.07993 0.6 0.4 0.7
N -1.62550 6.31069 -0.88824 -0.8 -0.1 0.1
P -2.80317 5.93225 -2.17900 0.3 -0.3 -1.1
P -4.52228 7.21911 -1.69350 -0.7 0.7 -0.1
O -4.45864 8.33274 -2.61974 0.3 0.2 -0.1
O -5.81522 6.31243 -1.87965 0.5 -0.4 0.2
O -4.49881 7.68441 -0.17110 -0.1 -0.5 0.1
N -0.58935 5.52390 -0.51221 0.4 0.0 0.1
C -0.23991 4.21657 -1.06424 0.2 -0.1 -0.4
C -0.14786 4.17096 -2.59349 -0.5 -0.2 0.1
C 0.69067 2.97313 -3.07616 -0.2 0.4 0.4
S -0.30780 1.51924 -3.48988 -0.1 0.1 -0.2
C -1.09384 1.29462 -1.91087 0.0 -0.2 0.2
S -0.27492 0.94955 -0.56759 0.4 -0.1 0.2
N -2.47457 1.45374 -1.90634 -0.1 -0.2 0.2
C -3.27672 1.92600 -2.92740 -1.0 0.3 -0.3
C -4.55572 1.89922 -2.45485 0.9 0.0 -0.1
N -4.57100 1.42295 -1.16199 0.4 -0.1 0.4
C -3.33295 1.15357 -0.84703 -0.8 0.3 -0.4
H 2.00498 5.68891 0.74015 0.2 -0.1 0.2
H 0.98433 5.25807 2.08791 0.2 0.1 0.2
H -2.25994 8.21108 -0.08689 -0.3 -0.1 -0.4
H -3.24480 4.66003 -1.72741 0.0 0.1 0.5
H -5.68101 5.38047 -1.65913 -0.3 -0.1 0.0
H -5.09183 7.16650 0.39003 0.0 0.1 0.2
H -0.90503 3.46560 -0.65634 -0.3 0.1 0.0
H 0.74042 3.99608 -0.66170 0.1 0.1 0.3
H -1.14643 4.04646 -3.00209 -0.1 0.1 -0.2
H 0.20918 5.12527 -2.97430 0.4 0.0 0.0
H 1.42834 2.72286 -2.32037 0.2 -0.2 -0.1
H 1.18353 3.23684 -4.00288 0.2 -0.1 -0.2
H -2.91780 2.23572 -3.88602 0.3 -0.1 -0.1
H -5.45055 2.16983 -2.97990 -0.2 0.0 -0.1
H -3.01104 0.75887 0.10116 0.3 -0.1 0.1
C -3.10828 -1.74781 3.71104 0.0 0.1 0.0
C -2.30636 -1.58103 2.43479 0.1 0.0 0.2
O -2.17744 -0.20820 2.06194 -0.2 0.0 -0.1
H -4.10293 -1.31664 3.59502 0.0 0.0 0.0
H -3.21186 -2.80092 3.97376 0.0 0.0 0.0
H -2.62057 -1.23304 4.54207 0.0 -0.1 0.0
H -2.80312 -2.08029 1.60356 0.0 0.1 -0.1
H -1.30804 -2.01475 2.54966 0.0 -0.1 0.0
H -1.71958 0.24594 2.77514 0.1 0.0 0.0
C 3.48667 -1.48885 1.51184 -0.1 0.0 0.1
C 2.36992 -1.34013 2.52429 0.0 -0.2 -0.3
O 1.20798 -0.75752 1.91858 -0.1 0.1 0.3
H 3.74521 -0.52201 1.08390 0.0 0.0 0.0
H 4.37883 -1.91867 1.96819 0.0 0.0 0.0
H 3.17662 -2.13284 0.68568 0.1 0.0 0.0
H 2.67505 -0.68211 3.33245 -0.1 0.0 0.0
H 2.10232 -2.31206 2.95448 0.1 0.0 0.1
H 0.93207 -1.34101 1.20534 0.0 0.0 -0.1
C 2.82899 2.74251 5.62192 -0.1 0.0 0.0
C 2.77888 1.33471 5.05556 0.4 0.1 0.2
O 4.00962 1.00111 4.41321 -0.2 0.0 -0.1
H 3.03138 3.46159 4.82727 0.0 0.0 0.0
H 1.88750 3.00758 6.10589 0.0 0.0 0.0
H 3.63046 2.83479 6.35743 0.0 0.0 0.1
H 1.99295 1.24734 4.30602 0.1 -0.1 -0.1
H 2.57680 0.60661 5.84828 -0.1 0.0 0.0
H 4.70358 1.06383 5.07618 0.1 0.0 0.0
C 4.60704 -2.90877 -3.36794 0.0 0.0 0.1
C 3.72925 -2.08691 -2.44270 0.3 0.2 -0.1
O 4.51184 -1.24088 -1.59482 -0.1 0.0 0.0
H 5.29873 -3.52104 -2.78856 0.0 0.0 0.0
H 4.00576 -3.56185 -4.00135 0.0 0.0 0.0
H 5.20555 -2.26055 -4.01318 0.0 0.0 -0.1
H 3.15031 -2.73537 -1.79493 -0.1 0.0 0.1
H 3.03050 -1.47310 -3.02272 -0.1 -0.1 0.0
H 5.02525 -0.65254 -2.15560 0.1 0.0 0.0
C 1.26401 -6.85954 -2.20011 -0.1 0.1 0.0
C 2.17156 -5.65158 -2.31913 -0.1 -0.1 0.2
O 1.52151 -4.45628 -1.87713 0.0 0.0 -0.1
H 0.35526 -6.70952 -2.78549 0.0 0.0 -0.1
H 1.76468 -7.76160 -2.55431 0.0 0.0 0.0
H 0.96406 -7.01749 -1.16206 0.1 -0.1 0.0
H 2.45596 -5.48157 -3.35606 0.0 0.1 0.0
H 3.08536 -5.80279 -1.73494 0.1 0.0 -0.1
H 1.27147 -4.59009 -0.95780 0.0 0.0 0.0
C -2.37197 -8.42092 0.22000 0.1 0.1 0.0
C -1.02067 -9.03952 -0.08581 -0.1 0.0 0.2
O 0.02998 -8.41377 0.65035 0.0 0.1 -0.1
H -2.36081 -7.35424 -0.00748 0.0 0.0 0.0
H -3.16178 -8.89527 -0.36348 0.0 0.0 0.0
H -2.61547 -8.52927 1.27947 0.0 -0.1 0.0
H -0.77294 -8.91487 -1.13873 0.1 0.0 0.0
H -1.03151 -10.11100 0.13652 0.0 0.0 -0.1
H -0.15984 -8.52520 1.58636 0.0 0.0 0.0